Density functional theory data (wB97M-V/def2-TZVPD) for a gas-phase ion, C7H10N3O2S (charge +1) in a non-equilibrium geometry.

```
23
Properties=species:S:1:pos:R:3:forces:R:3:nbo_charge:R:1
C -0.83043 -1.06733 0.34668 1.1 0.9 -0.2 -0.126
C -1.00247 -1.03351 -0.97702 1.4 -1.9 -2.0 0.359
C -3.31243 -1.81206 -0.87295 1.0 0.1 1.1 0.679
C -3.34012 -0.81771 0.30644 -1.4 0.3 0.4 -0.656
C 1.53796 1.93794 1.52991 4.2 0.0 -0.4 -0.596
C 3.24893 1.08820 -0.22956 -1.0 1.7 1.7 -0.599
C 2.09937 0.73117 0.71147 1.7 1.6 1.3 -0.091
N 1.11790 -0.03467 -1.23777 1.7 0.3 -0.1 0.209
N 1.10255 0.13582 -0.03343 -6.0 -2.1 -2.3 -0.061
N -2.04428 -1.83031 -1.53204 1.0 2.5 2.2 -0.608
O -4.25050 -2.45629 -1.18560 -0.3 -0.4 -0.7 -0.453
O 0.07674 -0.63166 -1.87727 -2.5 0.0 2.5 -0.268
S -1.99426 -1.05259 1.50963 0.0 0.1 -0.4 0.583
H -3.32147 0.13706 -0.23096 0.2 0.4 0.7 0.267
H -4.27458 -0.88181 0.93769 0.8 -0.2 -1.1 0.296
H 0.53712 1.83348 1.73096 -2.3 -0.2 0.9 0.215
H 1.74622 2.90802 0.99991 -0.3 -1.0 0.4 0.234
H 2.22205 1.90069 2.42265 -1.2 0.5 -0.5 0.242
H 2.74809 1.86489 -0.85566 1.5 0.0 0.2 0.221
H 3.19165 0.21279 -0.76353 1.6 -1.8 -1.9 0.212
H 4.20575 1.28043 0.33119 -1.1 0.1 -1.0 0.254
H 2.40978 -0.10052 1.33838 0.1 0.1 0.7 0.239
H -1.87357 -2.31204 -2.36913 0.0 -0.8 -1.3 0.450
```
Forces are in eV/Å.

total charge = +1
total energy = -26808.6103 eV
energy relative to the best compared isomer or geometry (same formula, charge and spin) = 107.38 kcal per mole
E_HOMO (alpha / beta) = -0.493 / -0.493 hartree